ORCA calculation (ωB97M-V/def2-TZVPD) on C50H31Cl4F6N8O5S2Ti as an isolated structure.

Structure (ORCA input):
```
! wB97M-V def2-TZVPD RIJCOSX def2/J DEFGRID3
* xyz -1 1
Ti 0.212 -0.053 0.062
Cl 4.636 3.685 7.438
C 3.700 3.076 6.096
C 4.345 2.694 4.934
C 3.594 2.207 3.872
C 2.207 2.107 3.961
C 1.588 2.495 5.148
C 2.323 2.982 6.217
C 1.406 1.575 2.825
C 1.352 2.270 1.670
C 1.948 3.584 1.462
C 1.552 4.034 0.273
C 0.616 3.059 -0.297
C -0.295 3.448 -1.222
C -0.197 4.823 -1.796
C 0.644 5.089 -2.871
C 0.730 6.364 -3.411
C -0.042 7.378 -2.871
Cl 0.063 8.986 -3.541
C -0.896 7.140 -1.808
C -0.966 5.861 -1.276
C -1.469 2.714 -1.617
N -1.482 1.357 -1.533
C -2.646 0.814 -1.994
C -2.859 -0.607 -2.016
C -3.989 -1.029 -2.900
C -3.836 -1.069 -4.284
C -4.898 -1.427 -5.102
C -6.120 -1.733 -4.529
Cl -7.461 -2.181 -5.554
C -6.303 -1.691 -3.158
C -5.231 -1.336 -2.352
C -2.256 -1.531 -1.224
C -2.745 -2.908 -1.172
C -2.336 -3.457 -0.028
C -1.513 -2.478 0.674
N -1.310 -1.368 -0.166
C -1.046 -2.613 1.934
C -0.275 -1.607 2.620
C 0.340 -1.746 3.859
C 1.020 -0.551 4.116
C 0.808 0.280 3.022
N 0.006 -0.358 2.094
C -1.289 -3.881 2.673
C -0.788 -5.094 2.207
C -1.007 -6.282 2.892
C -1.731 -6.250 4.070
Cl -2.008 -7.732 4.946
C -2.242 -5.060 4.564
C -2.017 -3.886 3.863
C -3.449 1.892 -2.337
C -2.715 3.075 -2.108
N 0.692 1.872 0.489
H 5.422 2.773 4.862
H 4.081 1.892 2.958
H 0.511 2.413 5.229
H 1.838 3.290 7.133
H 2.564 4.092 2.186
H 1.764 4.993 -0.171
H 1.234 4.285 -3.290
H 1.387 6.569 -4.246
H -1.489 7.946 -1.400
H -1.622 5.664 -0.437
H -2.879 -0.833 -4.735
H -4.775 -1.468 -6.175
H -7.268 -1.929 -2.731
H -5.356 -1.297 -1.276
H -3.396 -3.341 -1.913
H -2.592 -4.429 0.363
H 0.281 -2.612 4.499
H 1.598 -0.303 4.991
H -0.229 -5.102 1.279
H -0.622 -7.221 2.520
H -2.813 -5.059 5.482
H -2.412 -2.951 4.239
H -4.465 1.820 -2.690
H -3.059 4.084 -2.259
F 3.952 0.206 -3.628
C 3.213 -0.278 -2.633
F 2.649 0.743 -1.981
F 4.038 -0.911 -1.783
S 1.918 -1.451 -3.262
O 0.946 -1.478 -2.172
O 2.652 -2.664 -3.484
N 1.412 -0.801 -4.572
S -0.057 -0.065 -4.595
O -0.339 0.653 -1.524
O -0.850 -0.622 -5.701
C 0.599 1.518 -5.330
F 1.195 1.346 -6.505
F 1.472 2.098 -4.492
F -0.427 2.365 -5.502
C 3.311 -4.314 1.628
N 3.086 -2.931 1.290
C 3.809 -1.799 1.825
C 3.155 -0.644 1.077
O 3.556 0.487 1.073
N 2.047 -1.145 0.386
C 2.129 -2.488 0.466
N 1.342 -3.316 -0.212
H 3.959 -4.355 2.500
H 3.793 -4.863 0.815
H 2.369 -4.800 1.893
H 4.875 -1.840 1.599
H 3.652 -1.675 2.900
H 0.851 -2.901 -1.005
H 1.624 -4.277 -0.298
*
```

LUMO level = 1.714 eV
Kohn-Sham gap = 0.198 Ha
Energy relative to the best compared isomer or geometry (same formula, charge and spin) = 237.77 kJ/mol
E_HOMO = -3.6853 eV


ORCA calculation (ωB97M-V/def2-TZVPD) on C50H31MgN8OP as an isolated structure in a non-equilibrium geometry.

Structure (ORCA input):
```
! wB97M-V def2-TZVPD RIJCOSX def2/J DEFGRID3
* xyz 0 1
Mg 14.293 11.977 12.065
C 9.661 6.999 11.991
C 8.813 7.991 11.492
C 9.299 9.290 11.141
C 10.657 9.552 11.263
C 11.498 10.744 11.193
N 12.783 10.484 11.571
C 12.819 9.168 12.036
N 13.721 8.543 12.762
C 14.775 9.158 13.311
C 15.723 8.338 14.156
C 15.945 6.995 14.429
C 17.055 6.589 15.162
C 17.955 7.547 15.594
C 17.673 8.910 15.473
C 16.584 9.291 14.688
C 16.109 10.593 14.256
N 16.549 11.740 14.764
C 15.943 12.872 14.582
N 15.078 13.274 13.612
C 14.607 14.496 13.986
N 13.648 15.167 13.286
C 12.787 14.643 12.428
N 12.659 13.344 11.954
C 11.435 13.134 11.436
N 10.904 11.944 11.157
C 10.673 14.383 11.446
C 9.361 14.689 11.198
C 8.857 15.883 11.668
C 9.612 16.746 12.467
C 10.967 16.432 12.707
C 11.524 15.305 12.058
C 15.344 15.037 15.142
C 15.127 16.197 15.956
C 15.966 16.330 17.076
C 16.901 15.283 17.389
C 17.025 14.135 16.651
C 16.177 13.985 15.518
N 15.082 10.507 13.360
C 11.533 8.516 11.717
C 11.072 7.262 12.104
H 9.310 6.017 12.302
H 7.716 7.868 11.406
H 8.630 9.989 10.693
H 15.362 6.202 13.931
H 17.260 5.552 15.308
H 18.884 7.294 16.133
H 18.334 9.646 15.887
H 8.710 14.025 10.612
H 7.727 16.016 11.406
H 9.201 17.632 12.939
H 11.534 17.016 13.423
H 14.328 16.898 15.722
H 15.953 17.171 17.791
H 17.547 15.464 18.267
H 17.611 13.269 16.836
H 11.856 6.555 12.335
O 15.252 12.226 10.513
P 16.263 12.010 9.396
C 16.875 13.620 8.848
C 18.232 13.703 8.429
C 18.791 14.877 8.012
C 18.034 16.051 8.027
C 16.746 15.952 8.415
C 16.126 14.812 8.890
C 15.739 11.127 7.924
C 14.405 10.816 7.776
C 14.010 9.987 6.724
C 14.959 9.589 5.770
C 16.269 9.981 5.865
C 16.678 10.750 6.949
C 17.715 11.206 10.100
C 17.939 9.857 10.021
C 19.139 9.309 10.534
C 20.091 10.081 11.148
C 19.788 11.465 11.339
C 18.640 12.041 10.769
H 18.908 12.883 8.494
H 19.763 14.857 7.512
H 18.519 16.944 7.700
H 16.044 16.812 8.236
H 15.071 14.845 9.215
H 13.740 11.258 8.527
H 12.959 9.679 6.688
H 14.708 8.887 5.018
H 17.054 9.699 5.185
H 17.762 10.962 7.062
H 17.147 9.221 9.665
H 19.382 8.294 10.327
H 21.073 9.750 11.506
H 20.439 12.055 11.935
H 18.475 13.108 10.891
*
```

LUMO level (spin up / spin down) = -0.893 / -0.856 eV
Kohn-Sham gap (spin up / spin down) = 0.181 / 0.183 Ha
E_HOMO (spin up / spin down) = -5.8113 / -5.8473 eV


ORCA calculation (ωB97M-V/def2-TZVPD) on C50H35BrN11NiO2 as an isolated structure.

Structure (ORCA input):
```
! wB97M-V def2-TZVPD RIJCOSX def2/J DEFGRID3
* xyz -1 1
Ni -0.409 -0.296 -0.111
C -4.563 -2.951 -0.727
N -3.159 -2.792 -1.041
C -2.417 -1.709 -0.391
N -1.985 -0.809 -1.467
C -2.182 -1.590 -2.553
N -2.866 -2.686 -2.442
C -5.553 -2.106 -1.515
C -6.845 -2.556 -1.747
C -7.761 -1.785 -2.455
C -7.381 -0.566 -2.985
C -6.077 -0.120 -2.780
C -5.180 -0.868 -2.027
C -5.629 1.117 -3.416
N -6.320 2.089 -3.908
N -5.404 2.998 -4.435
C -4.239 2.497 -4.219
O -4.295 1.309 -3.579
C -2.925 3.041 -4.567
C -2.777 4.411 -4.765
C -1.525 4.922 -5.057
C -0.426 4.077 -5.134
C -0.564 2.706 -4.947
C 0.652 1.820 -5.067
N 0.981 1.098 -3.845
C 0.194 0.649 -2.866
N 0.903 -0.030 -1.991
C 2.160 0.039 -2.490
N 2.259 0.705 -3.622
C -1.830 2.194 -4.683
H -4.665 -2.715 0.336
H -4.850 -4.002 -0.836
H -3.025 -1.193 0.363
H -1.822 -1.300 -3.537
H -7.141 -3.530 -1.372
H -8.768 -2.152 -2.615
H -8.065 0.032 -3.574
H -4.180 -0.487 -1.850
H -3.643 5.052 -4.677
H -1.398 5.986 -5.206
H 0.556 4.490 -5.332
H 1.526 2.426 -5.296
H 0.527 1.099 -5.879
H -0.858 0.846 -2.758
H 3.016 -0.407 -2.012
H -1.984 1.129 -4.559
Br 4.760 5.994 10.260
C 3.973 5.081 8.792
C 3.482 3.800 8.972
C 2.911 3.145 7.892
C 2.829 3.754 6.646
C 3.330 5.046 6.487
C 3.902 5.710 7.558
N 2.223 2.985 5.612
N 2.189 3.586 4.510
C 1.625 2.965 3.414
C 1.624 3.766 2.269
C 1.085 3.393 1.056
C 0.486 2.129 0.915
O -0.101 1.721 -0.129
C 0.548 1.241 2.073
N 0.036 0.006 1.839
C -0.055 -0.849 2.835
C 0.400 -0.530 4.118
C 0.970 0.691 4.362
C 1.060 1.644 3.320
H 3.544 3.322 9.939
H 2.517 2.142 8.003
H 3.265 5.516 5.517
H 4.291 6.712 7.438
H 2.074 4.746 2.380
H 1.088 4.061 0.205
H -0.495 -1.807 2.599
H 0.308 -1.266 4.906
H 1.343 0.948 5.339
C -1.050 -2.081 0.173
C -0.587 -3.265 0.364
C -0.134 -4.507 0.443
C -0.099 -5.267 1.715
C 0.164 -4.640 2.934
C 0.151 -5.347 4.126
C -0.111 -6.711 4.130
C -0.352 -7.353 2.923
C -0.343 -6.643 1.732
C 0.328 -5.192 -0.802
C 1.508 -5.937 -0.802
C 1.955 -6.558 -1.958
C 1.228 -6.441 -3.137
C 0.055 -5.699 -3.145
C -0.396 -5.082 -1.986
H 0.409 -3.586 2.934
H 0.363 -4.833 5.056
H -0.118 -7.266 5.059
H -0.553 -8.418 2.907
H -0.539 -7.155 0.799
H 2.077 -6.026 0.116
H 2.877 -7.127 -1.942
H 1.576 -6.923 -4.042
H -0.519 -5.596 -4.058
H -1.303 -4.488 -1.998
*
```

LUMO level (spin up / spin down) = 1.502 / 1.510 eV
Kohn-Sham gap (spin up / spin down) = 0.213 / 0.211 Ha
Energy relative to the best compared isomer or geometry (same formula, charge and spin) = 0.00 kJ/mol
E_HOMO (spin up / spin down) = -4.2999 / -4.2410 eV


ORCA calculation (ωB97M-V/def2-TZVPD) on C50H39Cl5NNiOP2 as an isolated structure.

Structure (ORCA input):
```
! wB97M-V def2-TZVPD RIJCOSX def2/J DEFGRID3
* xyz -1 3
Ni -1.048 0.509 -0.417
C 0.360 -0.875 -3.237
P 0.979 0.639 -2.409
C 1.274 1.818 -3.784
C 1.354 3.173 -3.463
C 1.584 4.124 -4.444
C 1.723 3.732 -5.769
C 1.637 2.388 -6.102
C 1.420 1.437 -5.114
C 2.736 0.240 -2.051
C 3.503 1.221 -1.418
C 4.838 1.001 -1.125
C 5.432 -0.215 -1.449
C 4.678 -1.200 -2.062
C 3.338 -0.975 -2.358
C -0.084 -1.853 -2.185
C -0.050 -3.239 -2.193
C -0.731 -3.660 -1.023
C -1.141 -2.503 -0.379
C -2.036 -2.325 0.811
P -1.656 -0.738 1.663
C -0.509 -1.261 2.997
C -0.349 -0.466 4.135
C 0.571 -0.805 5.113
C 1.357 -1.943 4.971
C 1.206 -2.741 3.847
C 0.276 -2.404 2.870
C -3.169 -0.434 2.651
C -4.000 -1.473 3.061
C -5.136 -1.217 3.815
C -5.451 0.084 4.179
C -4.628 1.126 3.781
C -3.499 0.868 3.016
N -0.732 -1.407 -1.072
H 1.087 -1.324 -3.917
H -0.493 -0.547 -3.843
H 1.204 3.486 -2.435
H 1.629 5.172 -4.178
H 1.888 4.474 -6.541
H 1.740 2.077 -7.134
H 1.361 0.391 -5.388
H 3.041 2.163 -1.142
H 5.417 1.777 -0.638
H 6.474 -0.393 -1.211
H 5.122 -2.161 -2.293
H 2.758 -1.772 -2.806
H 0.386 -3.863 -2.960
H -0.927 -4.674 -0.705
H -1.989 -3.179 1.489
H -3.074 -2.212 0.479
H -0.960 0.420 4.261
H 0.677 -0.178 5.990
H 2.079 -2.206 5.734
H 1.819 -3.624 3.716
H 0.182 -3.030 1.992
H -3.767 -2.495 2.789
H -5.776 -2.037 4.116
H -6.340 0.285 4.764
H -4.870 2.147 4.050
H -2.876 1.688 2.687
C -5.875 0.241 -1.365
C -4.987 -0.653 -1.950
C -3.627 -0.576 -1.666
C -3.086 0.389 -0.805
C -4.013 1.277 -0.247
C -5.378 1.212 -0.507
H -6.937 0.183 -1.578
H -5.356 -1.416 -2.628
H -2.965 -1.303 -2.131
H -3.664 2.065 0.416
H -6.054 1.921 -0.040
Cl -0.054 2.533 2.275
C -0.734 3.336 0.871
C -1.089 2.576 -0.237
C -1.555 3.325 -1.318
Cl -2.111 2.495 -2.749
C -1.655 4.714 -1.317
Cl -2.223 5.577 -2.704
C -1.292 5.422 -0.174
Cl -1.416 7.147 -0.138
C -0.830 4.727 0.936
Cl -0.373 5.604 2.357
C 2.932 0.536 2.548
C 2.364 -0.319 1.444
O 1.443 0.078 0.764
C 2.967 -1.665 1.196
C 2.308 -2.537 0.335
C 2.834 -3.794 0.084
C 4.032 -4.177 0.673
C 4.701 -3.305 1.523
C 4.165 -2.054 1.789
H 2.274 1.388 2.704
H 3.918 0.898 2.242
H 3.045 -0.032 3.472
H 1.382 -2.228 -0.133
H 2.300 -4.461 -0.581
H 4.446 -5.158 0.472
H 5.638 -3.600 1.979
H 4.687 -1.379 2.455
*
```

LUMO level (spin up / spin down) = 2.411 / 2.406 eV
Kohn-Sham gap (spin up / spin down) = 0.239 / 0.260 Ha
Energy relative to the best compared isomer or geometry (same formula, charge and spin) = 12.02 kJ/mol
E_HOMO (spin up / spin down) = -4.0973 / -4.6709 eV


no.,molecular weight (g/mol)
1,1191.65
2,815.13
3,960.50
4,967.77